1.
This record from the OMol25 dataset describes a gas-phase ion, C31H55ClIN2O3 (charge +1). The level of theory is ωB97M-V/def2-TZVPD.

Its orbital gap is 9.1 eV. Its charge is +1. For the total energy, the calculation gives -62775.695 eV.

CARTESIAN COORDINATES (ANGSTROEM)
C (-1.96, 0.87, 3.86)
O (-2.20, 1.61, 2.68)
C (-3.57, 1.77, 2.36)
C (-3.63, 2.35, 0.97)
C (-3.37, 1.26, -0.10)
C (-4.59, 0.90, -0.95)
C (-5.45, -0.26, -0.46)
C (-4.77, -1.63, -0.68)
C (-4.06, -2.21, 0.56)
C (-2.61, -2.69, 0.29)
C (-1.61, -2.42, 1.43)
C (-0.19, -2.11, 0.89)
C (0.14, -0.60, 1.00)
C (1.40, -0.40, 1.83)
C (1.50, 0.91, 2.66)
O (0.27, 1.34, 3.16)
C (2.38, 2.00, 1.99)
Cl (1.91, 3.63, 2.46)
C (2.60, 1.94, 0.46)
C (1.61, 2.63, -0.45)
C (0.26, 2.78, -0.18)
C (-0.55, 3.44, -1.11)
N (-0.11, 3.93, -2.26)
C (1.18, 3.79, -2.52)
C (2.08, 3.16, -1.66)
N (2.87, 0.51, -0.02)
O (2.14, 0.25, -1.20)
C (3.05, -0.08, -2.27)
C (2.32, -0.17, -3.62)
C (2.89, -1.36, -4.38)
C (0.79, -0.20, -3.51)
C (0.26, -1.43, -2.75)
C (0.20, -0.15, -4.94)
C (2.65, -0.59, 0.98)
C (3.92, -0.84, 1.83)
C (4.22, -2.34, 2.01)
C (3.89, -2.85, 3.43)
I (5.65, -2.94, 4.64)
H (-1.22, 0.10, 3.66)
H (-1.56, 1.52, 4.63)
H (-2.87, 0.41, 4.23)
H (-4.07, 2.40, 3.10)
H (-4.06, 0.79, 2.35)
H (-2.86, 3.11, 0.87)
H (-4.60, 2.82, 0.80)
H (-2.60, 1.64, -0.78)
H (-2.96, 0.39, 0.41)
H (-4.24, 0.68, -1.96)
H (-5.22, 1.78, -1.04)
H (-5.72, -0.17, 0.59)
H (-6.36, -0.24, -1.05)
H (-5.51, -2.37, -0.99)
H (-4.09, -1.50, -1.52)
H (-4.64, -3.06, 0.90)
H (-4.01, -1.50, 1.38)
H (-2.28, -2.24, -0.64)
H (-2.58, -3.77, 0.12)
H (-1.94, -1.58, 2.05)
H (-1.58, -3.30, 2.06)
H (-0.17, -2.47, -0.13)
H (0.54, -2.70, 1.44)
H (-0.73, -0.13, 1.44)
H (0.26, -0.20, -0.01)
H (1.44, -1.19, 2.57)
H (2.03, 0.65, 3.57)
H (-0.37, 1.50, 2.46)
H (3.37, 1.90, 2.42)
H (3.54, 2.47, 0.31)
H (-0.16, 2.41, 0.74)
H (-1.60, 3.57, -0.89)
H (1.54, 4.19, -3.46)
H (3.13, 3.10, -1.94)
H (3.85, 0.45, -0.29)
H (3.81, 0.69, -2.34)
H (3.54, -1.03, -2.03)
H (2.58, 0.74, -4.17)
H (3.97, -1.27, -4.43)
H (2.51, -1.41, -5.39)
H (2.67, -2.28, -3.85)
H (0.45, 0.71, -3.01)
H (-0.45, -1.10, -2.00)
H (-0.22, -2.14, -3.41)
H (1.07, -1.93, -2.23)
H (-0.79, 0.29, -4.93)
H (0.10, -1.16, -5.33)
H (0.85, 0.40, -5.62)
H (2.50, -1.48, 0.38)
H (3.82, -0.38, 2.80)
H (4.79, -0.39, 1.34)
H (5.26, -2.52, 1.79)
H (3.65, -2.95, 1.31)
H (3.18, -2.19, 3.91)
H (3.49, -3.85, 3.40)

2.
This record from the OMol25 dataset describes a molecular structure, C31H56BMoN6OS. The level of theory is ωB97M-V/def2-TZVPD.

Its orbital gap (alpha / beta) is 6.1 / 7.2 eV. Its charge is +3. As for the energy above the lowest of the compared OMol25 structures with the same formula, charge and spin: 0.0 kcal/mol. For the total energy, the calculation gives -57389.046 eV. As for the spin multiplicity: 3.

CARTESIAN COORDINATES (ANGSTROEM)
Mo (-1.32, 0.73, -0.22)
C (0.14, 0.50, -4.78)
C (-0.60, 0.04, -3.52)
C (-1.64, -1.05, -3.86)
C (0.33, -0.49, -2.48)
C (1.40, -1.33, -2.61)
C (1.83, -1.66, -1.30)
C (2.99, -2.52, -0.92)
C (4.29, -1.73, -1.15)
C (2.99, -3.83, -1.70)
N (1.05, -1.02, -0.43)
N (0.14, -0.26, -1.13)
B (0.82, -1.14, 1.11)
N (-0.67, -1.70, 1.27)
N (-1.69, -0.96, 0.71)
C (-2.87, -1.67, 0.78)
C (-2.60, -2.85, 1.40)
C (-1.21, -2.86, 1.69)
C (-0.47, -4.03, 2.26)
C (0.37, -4.71, 1.16)
C (0.37, -3.74, 3.51)
C (-4.12, -1.08, 0.20)
C (-4.83, -2.09, -0.72)
C (-3.82, 0.22, -0.55)
N (0.87, 0.30, 1.69)
N (-0.18, 1.16, 1.40)
C (-0.16, 2.18, 2.31)
C (0.97, 2.02, 3.09)
C (1.59, 0.84, 2.69)
C (2.87, 0.30, 3.28)
C (2.60, -0.73, 4.38)
C (3.87, -0.19, 2.23)
C (-1.26, 3.18, 2.50)
C (-0.82, 4.63, 2.26)
C (-2.53, 2.80, 1.76)
H (-0.55, 0.97, -5.47)
H (0.58, -0.36, -5.29)
H (0.95, 1.19, -4.55)
H (-1.14, 0.90, -3.11)
H (-1.15, -1.92, -4.31)
H (-2.37, -0.67, -4.58)
H (-2.18, -1.40, -2.97)
H (1.83, -1.70, -3.53)
H (2.91, -2.74, 0.15)
H (4.42, -1.51, -2.21)
H (5.14, -2.34, -0.84)
H (4.31, -0.80, -0.59)
H (3.14, -3.65, -2.77)
H (2.05, -4.39, -1.58)
H (3.80, -4.47, -1.36)
H (1.59, -1.87, 1.63)
H (-3.28, -3.65, 1.63)
H (-1.26, -4.73, 2.55)
H (1.19, -4.07, 0.86)
H (-0.23, -4.96, 0.28)
H (0.79, -5.63, 1.55)
H (1.32, -3.30, 3.24)
H (0.57, -4.68, 4.03)
H (-0.15, -3.08, 4.21)
H (-4.79, -0.83, 1.03)
H (-4.18, -2.40, -1.53)
H (-5.73, -1.65, -1.14)
H (-5.12, -2.97, -0.15)
H (-3.17, 0.02, -1.44)
H (-3.41, 0.99, 0.13)
H (-4.72, 0.68, -0.96)
H (1.29, 2.67, 3.89)
H (3.31, 1.17, 3.76)
H (2.14, -1.63, 3.97)
H (1.95, -0.33, 5.15)
H (3.54, -1.02, 4.85)
H (3.59, -1.16, 1.81)
H (4.85, -0.32, 2.71)
H (4.00, 0.53, 1.42)
H (-1.49, 3.10, 3.57)
H (-0.50, 4.79, 1.23)
H (0.02, 4.89, 2.91)
H (-1.64, 5.31, 2.48)
H (-2.42, 2.87, 0.67)
H (-3.35, 3.47, 2.02)
H (-2.86, 1.79, 2.06)
C (-2.54, 5.13, -2.27)
C (-1.17, 4.63, -2.71)
S (-0.32, 3.83, -1.35)
O (-1.10, 2.47, -1.21)
C (1.24, 3.37, -2.10)
C (2.14, 2.65, -1.09)
H (-3.04, 5.57, -3.12)
H (-2.46, 5.90, -1.50)
H (-3.17, 4.32, -1.90)
H (-0.50, 5.44, -3.01)
H (-1.22, 3.89, -3.51)
H (1.67, 4.31, -2.44)
H (0.99, 2.76, -2.96)
H (2.37, 3.29, -0.24)
H (3.08, 2.40, -1.58)
H (1.69, 1.73, -0.73)

3.
This record from the OMol25 dataset describes a molecular structure, C31H57CoN4O2P2. The level of theory is ωB97M-V/def2-TZVPD.

Its orbital gap (alpha / beta) is 6.5 / 5.7 eV. Its charge is +1. As for the energy above the lowest of the compared OMol25 structures with the same formula, charge and spin: 105.8 kcal/mol. For the total energy, the calculation gives -99323.268 eV. As for the spin multiplicity: 4.

CARTESIAN COORDINATES (ANGSTROEM)
C (1.87, 0.47, -2.34)
C (0.49, 2.00, -1.16)
C (2.54, 1.51, -2.98)
C (1.25, 3.07, -1.68)
C (2.28, 2.82, -2.58)
H (3.26, 1.25, -3.76)
H (0.99, 4.07, -1.40)
H (2.86, 3.64, -3.01)
N (0.97, 0.74, -1.38)
P (1.53, -2.03, -1.32)
P (-1.71, 1.86, 0.94)
C (2.02, -0.98, -2.77)
H (1.35, -1.21, -3.62)
H (3.04, -1.19, -3.11)
C (-0.22, -1.49, 1.07)
O (-0.45, -2.05, 2.08)
C (-0.79, 2.31, -0.54)
H (-0.83, 3.41, -0.50)
C (-3.23, 3.04, 0.58)
C (-1.15, 2.12, 2.85)
C (0.54, -3.52, -1.93)
C (3.20, -2.33, -0.53)
C (-4.40, 2.06, 0.64)
H (-4.55, 1.61, 1.64)
H (-5.33, 2.58, 0.36)
H (-4.23, 1.24, -0.07)
C (-3.40, 4.20, 1.56)
H (-3.55, 3.90, 2.61)
H (-2.55, 4.90, 1.50)
H (-4.30, 4.77, 1.27)
C (-3.16, 3.66, -0.82)
H (-4.17, 3.99, -1.13)
H (-2.50, 4.53, -0.88)
H (-2.80, 2.93, -1.55)
C (-2.37, 1.80, 3.75)
H (-2.72, 0.77, 3.60)
H (-2.07, 1.90, 4.81)
H (-3.23, 2.47, 3.59)
C (-0.04, 1.14, 3.22)
H (-0.35, 0.09, 3.18)
H (0.85, 1.24, 2.58)
H (0.28, 1.35, 4.26)
C (-0.59, 3.52, 3.04)
H (-1.32, 4.31, 2.86)
H (-0.24, 3.63, 4.08)
H (0.28, 3.68, 2.38)
C (2.99, -3.22, 0.70)
H (3.98, -3.43, 1.14)
H (2.40, -2.69, 1.46)
H (2.51, -4.18, 0.46)
C (3.80, -0.99, -0.07)
H (3.86, -0.24, -0.86)
H (3.24, -0.57, 0.78)
H (4.82, -1.18, 0.30)
C (4.18, -2.98, -1.52)
H (5.13, -3.14, -0.99)
H (3.84, -3.95, -1.90)
H (4.40, -2.33, -2.38)
C (-0.36, -3.04, -3.08)
H (0.21, -2.80, -3.99)
H (-1.09, -3.83, -3.33)
H (-0.92, -2.15, -2.77)
C (-0.39, -4.00, -0.78)
H (-1.14, -3.23, -0.53)
H (-0.92, -4.90, -1.12)
H (0.18, -4.24, 0.13)
C (1.45, -4.66, -2.38)
H (2.10, -4.36, -3.21)
H (2.06, -5.05, -1.56)
H (0.81, -5.48, -2.73)
Co (0.10, -0.71, -0.42)
N (-1.48, -0.07, -1.05)
C (-2.16, 0.83, -1.55)
C (-3.26, 0.57, -2.67)
C (-3.96, 1.82, -3.21)
C (-2.56, -0.13, -3.84)
C (-4.30, -0.38, -2.04)
H (-4.53, 2.33, -2.42)
H (-3.23, 2.50, -3.66)
H (-4.68, 1.53, -3.99)
H (-2.27, -1.16, -3.56)
H (-3.21, -0.22, -4.74)
H (-1.67, 0.45, -4.13)
H (-4.99, -0.76, -2.81)
H (-3.78, -1.22, -1.57)
H (-4.90, 0.13, -1.27)
C (4.80, -1.05, 5.51)
N (4.16, -0.54, 4.33)
C (2.97, -0.95, 3.80)
N (2.35, -1.96, 4.49)
O (2.50, -0.47, 2.75)
H (4.68, -2.15, 5.56)
H (4.40, -0.60, 6.43)
H (5.87, -0.83, 5.45)
H (4.59, 0.23, 3.82)
H (1.40, -2.19, 4.19)
H (2.63, -2.19, 5.43)